[1]
Formula: C7H12N2O4
Source: the OMol25 dataset
Level of theory: ωB97M-V with the def2-TZVPD basis set

Bonds (Å) are listed after each position.
Atoms and positions in Å:
1 C 0.13 2.33 -0.46  C2 1.416, N8 1.249, H14 1.121
2 C 0.73 1.26 -1.17  C1 1.416, N9 1.414, H15 1.156
3 C 1.19 1.34 1.06  N8 1.432, N9 1.480, H16 1.076, H23 1.098
4 C -2.29 0.61 -0.17  C5 1.549, H17 1.103, H18 1.138, H19 1.089
5 C -2.04 -0.69 0.64  C4 1.549, C6 1.458, H20 1.131, H21 1.086
6 C -0.94 -1.52 0.16  C5 1.458, O10 1.331, O11 1.212
7 C 1.91 -0.68 -0.09  N9 1.315, O12 1.390, O13 1.346
8 N 0.45 2.52 0.73  C1 1.249, C3 1.432
9 N 1.40 0.53 -0.16  C2 1.414, C3 1.480, C7 1.315
10 O -0.68 -1.52 -1.15  C6 1.331, H22 0.956
11 O -0.35 -2.29 0.89  C6 1.212
12 O 2.03 -1.51 -1.19  C7 1.390, H24 1.039
13 O 2.61 -1.02 1.01  C7 1.346, H25 0.953
14 H -0.50 3.01 -1.10  C1 1.121
15 H 0.37 0.82 -2.18  C2 1.156
16 H 2.18 1.47 1.48  C3 1.076
17 H -1.43 1.30 -0.06  C4 1.103
18 H -2.52 0.31 -1.24  C4 1.138
19 H -3.15 1.12 0.24  C4 1.089
20 H -2.00 -0.47 1.75  C5 1.131
21 H -2.89 -1.37 0.54  C5 1.086
22 H -0.27 -2.32 -1.45  O10 0.956
23 H 0.57 0.81 1.79  C3 1.098
24 H 2.88 -2.10 -1.10  O12 1.039
25 H 2.60 -1.95 1.21  O13 0.953

Computed properties:
Maximum force, eV/Å: 5.33
Orbital gap (spin up / spin down), eV: 6.4295 / 6.4304
M, g/mol: 188.18
E_HOMO (spin up / spin down), eV: -6.4 / -6.4
Multiplicity: 1
Energy relative to the best compared isomer or geometry (same formula, charge and spin), kcal/mol: 78.6
LUMO level (spin up / spin down), eV: 0.0 / 0.0



[2]
Formula: C16H42IN3O6PS
Source: the OMol25 dataset
Level of theory: ωB97M-V with the def2-TZVPD basis set

Bonds (Å) are listed after each position.
Atoms and positions in Å:
1 C 0.93 -1.23 1.23  C2 1.619, H11 1.194, H12 1.163, H13 1.195
2 C 0.72 0.28 0.68  C1 1.619, C3 1.680, N4 1.339
3 C 1.30 1.45 1.75  C2 1.680, H14 1.193, H15 1.167, H16 1.175
4 N 0.28 0.79 -0.48  C2 1.339, P5 1.750
5 P -1.21 0.18 -1.15  N4 1.750, I6 2.498, S7 2.154, H17 1.467, H18 1.440, H19 1.473
6 I 0.01 -0.15 -3.30  P5 2.498
7 S -2.40 0.50 0.61  P5 2.154, C8 1.908, O9 1.582, O10 1.542
8 C -2.69 -1.09 1.62  S7 1.908, H20 1.174, H21 1.194, H22 1.173
9 O -3.84 0.86 0.07  S7 1.582
10 O -2.01 1.72 1.47  S7 1.542
11 H 0.58 -1.32 2.37  C1 1.194
12 H 0.42 -2.09 0.64  C1 1.163
13 H 2.10 -1.45 1.26  C1 1.195
14 H 1.90 2.20 1.05  C3 1.193
15 H 0.45 2.06 2.26  C3 1.167
16 H 2.10 1.00 2.49  C3 1.175
17 H -1.58 1.54 -1.56  P5 1.467
18 H -2.41 -0.31 -1.79  P5 1.440
19 H -0.94 -1.22 -0.81  P5 1.473
20 H -2.97 -0.88 2.74  C8 1.174
21 H -3.61 -1.70 1.17  C8 1.194
22 H -1.77 -1.83 1.57  C8 1.173
23 C 3.98 -7.25 2.77  O24 1.422, H32 1.093, H33 1.092, H34 1.095
24 O 3.92 -6.78 4.11  C23 1.422, C25 1.435
25 C 5.19 -6.34 4.61  O24 1.435, C26 1.536, H35 1.096, H36 1.095
26 C 5.19 -4.82 4.83  C25 1.536, N27 1.468, H37 1.095, H38 1.094
27 N 5.17 -4.10 3.55  C26 1.468, C28 1.468, H39 1.017
28 C 4.92 -2.66 3.69  N27 1.468, C29 1.542, H40 1.097, H41 1.097
29 C 3.54 -2.24 4.24  C28 1.542, O30 1.429, H42 1.096, H43 1.095
30 O 2.45 -2.54 3.37  C29 1.429, C31 1.421
31 C 1.93 -3.85 3.52  O30 1.421, H44 1.093, H45 1.093, H46 1.094
32 H 3.00 -7.68 2.52  C23 1.093
33 H 4.19 -6.43 2.08  C23 1.092
34 H 4.74 -8.04 2.67  C23 1.095
35 H 6.02 -6.66 3.96  C25 1.096
36 H 5.33 -6.83 5.58  C25 1.095
37 H 6.09 -4.54 5.38  C26 1.095
38 H 4.31 -4.57 5.43  C26 1.094
39 H 4.44 -4.50 2.96  N27 1.017
40 H 5.03 -2.23 2.69  C28 1.097
41 H 5.71 -2.22 4.31  C28 1.097
42 H 3.56 -1.14 4.33  C29 1.096
43 H 3.36 -2.61 5.25  C29 1.095
44 H 2.01 -4.22 4.55  C31 1.093
45 H 2.42 -4.54 2.83  C31 1.093
46 H 0.87 -3.82 3.25  C31 1.094
47 C -6.23 5.18 -4.10  O48 1.422, H56 1.093, H57 1.092, H58 1.095
48 O -5.37 5.29 -5.23  C47 1.422, C49 1.435
49 C -4.50 6.43 -5.17  O48 1.435, C50 1.536, H59 1.096, H60 1.095
50 C -3.04 5.98 -5.00  C49 1.536, N51 1.468, H61 1.095, H62 1.094
51 N -2.81 5.41 -3.67  C50 1.468, C52 1.468, H63 1.017
52 C -1.51 4.74 -3.53  N51 1.468, C53 1.542, H64 1.097, H65 1.097
53 C -1.28 3.48 -4.38  C52 1.542, O54 1.429, H66 1.096, H67 1.095
54 O -2.11 2.37 -4.02  C53 1.429, C55 1.421
55 C -3.38 2.36 -4.64  O54 1.421, H68 1.093, H69 1.093, H70 1.094
56 H -6.94 4.37 -4.29  C47 1.093
57 H -5.66 4.94 -3.20  C47 1.092
58 H -6.79 6.11 -3.95  C47 1.095
59 H -4.80 7.13 -4.38  C49 1.096
60 H -4.60 6.95 -6.13  C49 1.095
61 H -2.38 6.84 -5.15  C50 1.095
62 H -2.83 5.24 -5.78  C50 1.094
63 H -3.54 4.73 -3.46  N51 1.017
64 H -1.42 4.46 -2.48  C52 1.097
65 H -0.71 5.47 -3.73  C52 1.097
66 H -0.25 3.15 -4.19  C53 1.096
67 H -1.34 3.68 -5.46  C53 1.095
68 H -3.36 2.81 -5.64  C55 1.093
69 H -4.12 2.87 -4.01  C55 1.093
70 H -3.70 1.32 -4.74  C55 1.094

Computed properties:
Charge: -1
Maximum force, eV/Å: 7.95
Orbital gap, eV: 7.0135
M, g/mol: 562.47
E_HOMO, eV: -4.8
Multiplicity: 1
LUMO level, eV: 2.3



[3]
Formula: C49H61BFN13O6P
Source: the OMol25 dataset
Level of theory: ωB97M-V with the def2-TZVPD basis set

Bonds (Å) are listed after each position.
Atoms and positions in Å:
1 N -2.63 1.78 -1.60  C2 1.470, H24 1.018, H25 1.019
2 C -1.50 0.91 -1.23  N1 1.470, C3 1.537, H26 1.092, H27 1.095
3 C -1.76 -0.58 -1.49  C2 1.537, C4 1.521, H28 1.096, H29 1.095
4 C -0.86 -1.52 -0.69  C3 1.521, N5 1.495, H30 1.094, H31 1.093
5 N 0.55 -1.50 -1.18  C4 1.495, C6 1.386, H32 1.013
6 C 1.17 -2.71 -1.42  N5 1.386, N7 1.388, N16 1.298
7 N 1.95 -3.30 -0.43  C6 1.388, C8 1.470, C12 1.491
8 C 1.52 -2.92 0.92  N7 1.470, C9 1.530, H33 1.094, H34 1.091
9 C 2.33 -3.71 1.95  C8 1.530, O10 1.189, O11 1.341
10 O 3.37 -3.31 2.36  C9 1.189
11 O 1.78 -4.85 2.42  C9 1.341, H35 0.967
12 C 3.40 -3.04 -0.67  N7 1.491, C13 1.520, H36 1.091, H37 1.092
13 C 4.17 -4.34 -0.54  C12 1.520, O14 1.176, F15 1.344
14 O 3.84 -5.31 0.05  C13 1.176
15 F 5.33 -4.26 -1.21  C13 1.344
16 N 1.10 -3.34 -2.55  C6 1.298, C17 1.468, P21 1.848
17 C 0.47 -2.71 -3.72  N16 1.468, B18 1.592, H38 1.082, H39 1.091
18 B 1.37 -1.64 -4.47  C17 1.592, O19 1.363, O20 1.369
19 O 2.66 -1.48 -4.05  B18 1.363, H40 0.966
20 O 0.86 -0.91 -5.51  B18 1.369, H41 0.962
21 P 1.89 -5.00 -2.70  N16 1.848, N22 1.701, O23 1.618
22 N 0.77 -5.76 -1.67  P21 1.701, H42 1.018, H43 1.018
23 O 1.42 -5.42 -4.19  P21 1.618, H44 0.969
24 H -3.33 1.65 -0.87  N1 1.018
25 H -3.07 1.39 -2.43  N1 1.019
26 H -1.27 1.05 -0.17  C2 1.092
27 H -0.65 1.25 -1.84  C2 1.095
28 H -1.68 -0.78 -2.57  C3 1.096
29 H -2.79 -0.80 -1.21  C3 1.095
30 H -1.25 -2.54 -0.74  C4 1.094
31 H -0.87 -1.19 0.35  C4 1.093
32 H 0.67 -0.87 -1.97  N5 1.013
33 H 1.68 -1.86 1.13  C8 1.094
34 H 0.46 -3.13 1.03  C8 1.091
35 H 1.19 -5.24 1.76  O11 0.967
36 H 3.55 -2.66 -1.68  C12 1.091
37 H 3.78 -2.32 0.06  C12 1.092
38 H 0.18 -3.48 -4.43  C17 1.082
39 H -0.48 -2.27 -3.41  C17 1.091
40 H 2.99 -0.59 -4.23  O19 0.966
41 H 0.03 -0.48 -5.34  O20 0.962
42 H -0.20 -5.48 -1.84  N22 1.018
43 H 0.83 -6.76 -1.82  N22 1.018
44 H 0.46 -5.43 -4.32  O23 0.969
45 N 5.40 -8.50 5.73  C46 1.331, C50 1.330
46 C 4.85 -7.36 6.14  N45 1.331, C47 1.387, H51 1.085
47 C 4.06 -6.56 5.33  C46 1.387, C48 1.386, H52 1.082
48 C 3.83 -6.96 4.02  C47 1.386, C49 1.386, H53 1.082
49 C 4.40 -8.14 3.59  C48 1.386, C50 1.387, H54 1.082
50 C 5.17 -8.88 4.48  N45 1.330, C49 1.387, H55 1.085
51 H 5.05 -7.08 7.17  C46 1.085
52 H 3.63 -5.64 5.72  C47 1.082
53 H 3.22 -6.36 3.36  C48 1.082
54 H 4.26 -8.50 2.57  C49 1.082
55 H 5.64 -9.81 4.17  C50 1.085
56 N -1.58 4.52 2.12  C57 1.332, C61 1.331
57 C -1.69 5.84 2.26  N56 1.332, C58 1.388, H62 1.082
58 C -2.21 6.67 1.27  C57 1.388, C59 1.384, H63 1.081
59 C -2.64 6.10 0.09  C58 1.384, C60 1.388, H64 1.083
60 C -2.54 4.73 -0.07  C59 1.388, C61 1.386, H65 1.081
61 C -2.00 3.99 0.98  N56 1.331, C60 1.386, H66 1.085
62 H -1.34 6.26 3.19  C57 1.082
63 H -2.26 7.74 1.44  C58 1.081
64 H -3.05 6.72 -0.70  C59 1.083
65 H -2.86 4.23 -0.97  C60 1.081
66 H -1.91 2.92 0.90  C61 1.085
67 N -0.01 8.76 3.77  C68 1.331, C72 1.332
68 C 0.76 7.77 4.18  N67 1.331, C69 1.387, H73 1.085
69 C 2.14 7.75 4.04  C68 1.387, C70 1.386, H74 1.081
70 C 2.75 8.83 3.43  C69 1.386, C71 1.386, H75 1.083
71 C 1.96 9.88 3.00  C70 1.386, C72 1.387, H76 1.081
72 C 0.58 9.80 3.19  N67 1.332, C71 1.387, H77 1.085
73 H 0.25 6.93 4.66  C68 1.085
74 H 2.72 6.91 4.40  C69 1.081
75 H 3.82 8.87 3.30  C70 1.083
76 H 2.39 10.75 2.52  C71 1.081
77 H -0.07 10.60 2.86  C72 1.085
78 N -2.41 -4.21 -4.29  C79 1.336, C83 1.334
79 C -2.47 -5.13 -5.25  N78 1.336, C80 1.384, H84 1.086
80 C -3.51 -5.24 -6.15  C79 1.384, C81 1.385, H85 1.081
81 C -4.57 -4.35 -6.05  C80 1.385, C82 1.386, H86 1.081
82 C -4.53 -3.38 -5.06  C81 1.386, C83 1.385, H87 1.081
83 C -3.44 -3.36 -4.21  N78 1.334, C82 1.385, H88 1.086
84 H -1.63 -5.82 -5.31  C79 1.086
85 H -3.50 -6.01 -6.92  C80 1.081
86 H -5.40 -4.41 -6.75  C81 1.081
87 H -5.33 -2.67 -4.94  C82 1.081
88 H -3.38 -2.61 -3.42  C83 1.086
89 N 3.85 5.10 5.71  C90 1.331, C94 1.330
90 C 4.98 5.57 5.17  N89 1.331, C91 1.386, H95 1.085
91 C 6.19 4.91 5.22  C90 1.386, C92 1.386, H96 1.081
92 C 6.25 3.68 5.86  C91 1.386, C93 1.386, H97 1.082
93 C 5.09 3.18 6.42  C92 1.386, C94 1.387, H98 1.082
94 C 3.92 3.93 6.32  N89 1.330, C93 1.387, H99 1.085
95 H 4.90 6.54 4.68  C90 1.085
96 H 7.07 5.34 4.76  C91 1.081
97 H 7.18 3.13 5.92  C92 1.082
98 H 5.08 2.23 6.94  C93 1.082
99 H 2.99 3.57 6.75  C94 1.085
100 N -5.22 -4.62 -9.50  C101 1.332, C105 1.332
101 C -4.76 -5.25 -10.59  N100 1.332, C102 1.386, H106 1.084
102 C -5.53 -5.48 -11.72  C101 1.386, C103 1.385, H107 1.081
103 C -6.85 -5.04 -11.72  C102 1.385, C104 1.386, H108 1.082
104 C -7.33 -4.39 -10.60  C103 1.386, C105 1.386, H109 1.081
105 C -6.48 -4.21 -9.52  N100 1.332, C104 1.386, H110 1.086
106 H -3.73 -5.57 -10.55  C101 1.084
107 H -5.11 -5.99 -12.57  C102 1.081
108 H -7.48 -5.21 -12.58  C103 1.082
109 H -8.35 -4.04 -10.56  C104 1.081
110 H -6.83 -3.70 -8.63  C105 1.086
111 N -5.26 2.27 -3.51  C112 1.332, C116 1.332
112 C -5.59 3.33 -2.77  N111 1.332, C113 1.386, H117 1.085
113 C -6.30 4.41 -3.26  C112 1.386, C114 1.385, H118 1.081
114 C -6.69 4.40 -4.59  C113 1.385, C115 1.386, H119 1.082
115 C -6.35 3.31 -5.37  C114 1.386, C116 1.386, H120 1.081
116 C -5.64 2.28 -4.79  N111 1.332, C115 1.386, H121 1.085
117 H -5.26 3.31 -1.74  C112 1.085
118 H -6.54 5.24 -2.61  C113 1.081
119 H -7.25 5.23 -5.01  C114 1.082
120 H -6.63 3.26 -6.41  C115 1.081
121 H -5.36 1.41 -5.37  C116 1.085
122 N 5.08 5.00 10.76  C123 1.331, C127 1.330
123 C 4.43 4.18 9.94  N122 1.331, C124 1.387, H128 1.083
124 C 3.23 3.57 10.26  C123 1.387, C125 1.386, H129 1.082
125 C 2.67 3.82 11.50  C124 1.386, C126 1.385, H130 1.082
126 C 3.33 4.68 12.37  C125 1.385, C127 1.388, H131 1.081
127 C 4.53 5.24 11.95  N122 1.330, C126 1.388, H132 1.084
128 H 4.90 4.01 8.98  C123 1.083
129 H 2.74 2.91 9.55  C124 1.082
130 H 1.73 3.37 11.79  C125 1.082
131 H 2.94 4.90 13.35  C126 1.081
132 H 5.08 5.91 12.60  C127 1.084

Computed properties:
Charge: +1
Maximum force, eV/Å: 0.90
Orbital gap, eV: 7.2722
M, g/mol: 988.90
E_HOMO, eV: -10.6
Multiplicity: 1
LUMO level, eV: -3.3